# 1
This record from the Open Molecules 2025 dataset describes a structure of composition C40H44N6O3P2S3Se2V. The level of theory is ωB97M-V/def2-TZVPD.

* total energy: -264744.69438 eV
* <S²>: 3.759
* ΔE to the lowest compared entry with this formula, charge and spin: 48.0 kJ/mol
* net charge: 0
* 2S+1: 4
* E_HOMO (spin up / spin down): -7.2699 / -7.8009 eV
* gap between HOMO and LUMO (spin up / spin down): 7.53 / 7.88 eV

Structure (XYZ):
```
101
Properties=species:S:1:pos:R:3:forces:R:3:lowdin_charge:R:1
V -0.0337 -1.1307 0.3129 1.47 0.55 -0.22 0.767
C 1.1643 2.5621 -0.2102 -0.16 0.09 0.01 -0.532
C 0.4835 2.9881 -1.5080 0.13 0.14 0.08 -0.529
S -0.6876 1.8018 -2.2111 -0.08 -0.07 0.19 0.811
C -0.1351 1.7803 -3.9251 0.04 0.06 -0.25 -0.550
C 1.2660 1.2418 -4.2283 -0.07 0.20 -0.06 -0.534
S 1.6028 -0.3622 -3.4853 -0.08 -0.24 0.10 0.872
C 3.1345 -0.0627 -2.5803 0.07 0.04 0.05 -0.513
C 3.1526 1.0794 -1.5654 0.16 0.01 -0.17 -0.494
S 2.0065 0.9677 -0.1711 -0.25 -0.18 0.07 0.888
H 0.4135 2.4939 0.5823 0.04 -0.06 -0.04 0.019
H 1.8709 3.3407 0.0873 -0.01 0.00 -0.01 0.084
H 1.2325 3.2108 -2.2683 -0.03 0.02 -0.04 0.061
H -0.0473 3.9180 -1.2946 -0.01 -0.02 -0.02 0.068
H -0.2102 2.7916 -4.3344 -0.04 -0.02 -0.01 0.079
H -0.8854 1.1849 -4.4510 0.00 -0.04 0.07 0.066
H 2.0210 1.9545 -3.8994 0.04 -0.01 0.03 0.060
H 1.3727 1.1649 -5.3124 0.00 0.01 0.01 0.072
H 3.9321 0.1303 -3.3024 0.00 -0.02 0.02 0.082
H 3.3602 -1.0218 -2.1108 -0.07 -0.01 0.03 0.054
H 2.9745 2.0305 -2.0661 -0.02 0.01 0.05 0.056
H 4.1625 1.1360 -1.1545 0.00 -0.01 0.00 0.078
C 1.5941 -4.0368 1.7589 -0.02 -0.13 0.00 0.001
C 2.4260 -2.9089 1.1662 -0.09 0.25 0.20 -0.507
C 3.8829 -3.0202 1.5526 0.11 -0.04 -0.04 -0.010
O 1.8987 -1.6332 1.6323 -0.15 -0.14 0.09 -0.108
C 2.2208 -2.8740 -0.3534 -1.00 0.42 -0.45 -0.577
O 3.0511 -3.2924 -1.1297 0.38 -0.15 0.01 0.079
O 1.0616 -2.3793 -0.7116 0.60 -0.54 -0.04 -0.172
H 1.7201 -4.0634 2.8445 -0.01 0.01 0.02 0.090
H 1.9273 -4.9937 1.3565 0.00 -0.02 0.01 0.104
H 0.5324 -3.9142 1.5344 0.07 0.04 -0.05 0.087
H 3.9735 -3.1736 2.6291 0.02 0.01 0.04 0.084
H 4.4268 -2.1165 1.2804 -0.04 0.02 -0.05 0.094
H 4.3403 -3.8594 1.0318 -0.01 -0.03 0.02 0.093
H 1.6658 -1.7333 2.5678 -0.01 0.06 -0.14 0.092
Se -1.5190 1.5038 6.8530 0.04 0.11 -0.07 0.340
P -1.7150 -0.2654 5.7541 0.19 0.00 -0.31 0.523
C -0.4555 -1.5075 6.1695 0.11 0.08 0.22 -0.356
C 0.8680 -1.2731 5.7913 -0.03 0.00 0.01 -0.105
C 1.8694 -2.1473 6.1648 0.00 -0.09 0.04 -0.079
C 1.5646 -3.2667 6.9365 0.02 0.06 -0.05 -0.082
C 0.2602 -3.4910 7.3353 -0.06 0.05 -0.02 -0.073
C -0.7490 -2.6088 6.9577 -0.02 -0.09 0.00 -0.073
C -3.3066 -1.1052 5.9409 -0.18 0.03 -0.06 -0.359
C -4.2942 -0.5189 6.7199 -0.06 -0.10 0.03 -0.107
C -5.5366 -1.1306 6.8429 0.06 0.03 0.00 -0.075
C -5.7895 -2.3243 6.1882 0.03 -0.02 -0.02 -0.080
C -4.8003 -2.9161 5.4093 -0.01 0.02 0.03 -0.076
C -3.5629 -2.3094 5.2825 0.03 0.01 -0.10 -0.093
C -1.4417 -0.1477 3.9528 -0.65 -0.23 0.25 -0.383
C -1.5973 0.7923 2.9221 0.62 0.59 -0.10 -0.383
N -1.1297 0.2092 1.8044 -0.26 -0.30 0.32 -0.013
N -0.8148 -1.0353 2.1319 -0.75 -0.08 0.73 -0.208
N -1.0118 -1.2942 3.3927 0.39 -0.03 -0.07 0.051
P -2.0201 2.5572 2.7475 -0.18 -0.27 -0.03 0.535
Se -2.5702 3.0156 0.7635 -0.01 0.01 0.07 0.323
C -3.3502 2.8930 3.9179 -0.09 0.01 0.03 -0.376
C -3.3418 4.0224 4.7286 0.09 -0.02 0.07 -0.097
C -4.4394 4.3189 5.5200 -0.05 -0.06 -0.01 -0.074
C -5.5542 3.4935 5.4995 0.02 0.01 0.00 -0.077
C -5.5697 2.3694 4.6863 0.08 -0.05 0.01 -0.079
C -4.4710 2.0686 3.8970 -0.04 -0.04 0.00 -0.097
C -0.5599 3.4633 3.2949 0.09 0.18 -0.15 -0.363
C -0.4752 4.8157 2.9570 0.04 0.01 -0.02 -0.117
C 0.6466 5.5493 3.3005 0.05 -0.11 0.06 -0.074
C 1.7038 4.9305 3.9613 -0.08 0.05 -0.03 -0.077
C 1.6291 3.5856 4.2838 -0.04 -0.01 -0.02 -0.067
C 0.4960 2.8523 3.9544 0.06 -0.09 0.11 -0.090
H 1.1180 -0.3977 5.2053 -0.02 0.06 -0.03 0.098
H 2.8916 -1.9567 5.8643 0.02 0.00 0.00 0.104
H 2.3475 -3.9525 7.2310 0.02 -0.01 0.00 0.103
H 0.0181 -4.3511 7.9445 -0.01 -0.02 0.02 0.105
H -1.7657 -2.7935 7.2796 0.00 0.01 0.01 0.105
H -4.0772 0.4089 7.2303 -0.01 0.09 0.00 0.054
H -6.3027 -0.6707 7.4526 -0.01 0.01 0.01 0.105
H -6.7560 -2.8008 6.2840 -0.02 -0.01 0.00 0.103
H -4.9943 -3.8519 4.9024 -0.01 -0.01 -0.01 0.104
H -2.7961 -2.7669 4.6678 0.02 0.03 0.01 0.102
H -2.4701 4.6608 4.7701 0.04 0.01 -0.03 0.101
H -4.4231 5.1915 6.1582 0.01 0.03 0.01 0.106
H -6.4120 3.7272 6.1161 -0.01 0.00 0.01 0.103
H -6.4364 1.7242 4.6640 -0.05 -0.04 0.01 0.105
H -4.4936 1.1972 3.2527 0.01 0.00 -0.02 0.111
H -1.2787 5.2812 2.4000 -0.03 -0.02 -0.01 0.089
H 0.7025 6.5971 3.0413 0.02 0.05 -0.01 0.104
H 2.5854 5.5013 4.2193 0.03 0.01 0.01 0.103
H 2.4510 3.1027 4.7934 0.02 -0.02 0.03 0.107
H 0.4340 1.8042 4.2202 0.03 0.07 0.00 0.071
N -2.6053 -2.0773 -4.1831 -0.08 0.00 0.06 0.135
C -2.7273 -2.0839 -2.8144 0.20 0.09 -0.33 -0.354
C -1.6683 -1.6111 -2.0183 -0.06 -0.16 -0.11 -0.070
N -1.7606 -1.6094 -0.7052 -0.57 -0.10 -0.22 -0.030
C -2.9138 -2.0365 -0.1511 0.14 0.12 0.05 -0.098
C -3.9419 -2.4671 -0.9520 -0.05 -0.01 -0.01 -0.107
N -3.8603 -2.5061 -2.2854 -0.12 -0.05 0.17 0.131
H -1.6771 -2.0922 -4.5712 0.01 -0.02 0.04 0.096
H -3.2915 -2.6248 -4.6765 0.00 0.01 0.01 0.098
H -0.7404 -1.2660 -2.4542 0.09 0.01 -0.05 0.052
H -2.9798 -2.0202 0.9275 -0.02 -0.01 -0.02 0.102
H -4.8670 -2.8046 -0.5032 -0.04 -0.02 -0.05 0.109
```
Positions in Å, forces in eV/Å.


# 2
This record from the Open Molecules 2025 dataset describes a cluster of 8 separate species, C37H62FN11O2S3 in total. The level of theory is ωB97M-V/def2-TZVPD.

* total energy: -95080.65471 eV
* structure (SMILES): [H]/N=C\CN(CCCSC(=S)n1ccnc1)S(=O)(=O)F.CCCC#N.CCCC#N.CCCC#N.CCCC#N.CCCC#N.CCCC#N.CCCC#N
* net charge: 0
* E_HOMO: -8.5586 eV
* gap between HOMO and LUMO: 8.05 eV

Structure (XYZ):
```
116
Properties=species:S:1:pos:R:3:forces:R:3:lowdin_charge:R:1
H -3.1852 -1.2961 0.2492 -0.09 0.03 0.23 0.018
N -3.1664 -0.4718 -0.3538 -0.54 0.29 0.63 0.145
C -2.6444 -0.7880 -1.4491 0.08 0.20 0.58 -0.234
C -2.1346 -2.1309 -1.7612 0.21 -0.25 -0.67 -0.194
N -0.6741 -2.1927 -1.5834 -0.91 -0.79 0.01 -0.203
C -0.2109 -2.0307 -0.1702 0.05 0.70 -0.82 -0.170
C 0.1997 -0.5986 0.0984 0.27 -0.64 0.38 -0.231
C 1.6976 -0.3822 0.2256 -0.66 0.51 -0.07 -0.455
S 2.5016 0.3484 -1.2136 0.35 -0.73 -0.35 0.928
C 1.3342 1.5297 -1.7399 0.17 0.49 0.39 -1.106
S 0.7236 2.6772 -0.8048 -0.19 0.61 0.34 0.757
N 0.9427 1.3605 -3.0662 1.06 1.11 1.58 -0.144
C 0.2982 0.2649 -3.4687 0.10 -1.90 3.27 -0.125
C 0.0910 0.3934 -4.7297 -0.80 -0.26 -2.99 -0.132
N 0.6045 1.5754 -5.1480 -1.45 -0.86 -5.29 0.091
C 1.0904 2.1382 -4.1700 1.34 1.99 2.96 -0.200
S 0.0202 -3.4961 -2.2765 1.42 0.28 1.15 0.512
O 0.1521 -4.5962 -1.4111 -0.61 -1.21 0.98 -0.226
O 1.1886 -3.0646 -2.9095 1.64 0.78 -1.26 -0.231
F -0.9338 -3.9202 -3.3847 -1.25 -0.01 -0.77 -0.105
H -2.5271 -0.0469 -2.2055 0.10 0.70 -0.64 0.105
H -2.3331 -2.2781 -2.8009 -0.09 -0.17 -0.75 0.066
H -2.6760 -2.8894 -1.2292 -0.12 -0.47 0.71 0.119
H -0.9922 -2.3264 0.5077 -0.10 -0.23 -0.16 0.047
H 0.6448 -2.6520 -0.0099 0.36 -0.65 0.08 0.107
H -0.2588 0.0683 -0.5927 -0.37 0.49 -0.47 0.054
H -0.2228 -0.3563 1.0497 -0.38 0.43 0.73 0.094
H 1.8579 0.1692 1.1188 0.52 0.79 0.56 0.027
H 2.1897 -1.3168 0.3753 0.57 -0.71 -0.05 0.069
H 0.0539 -0.4940 -2.7785 -0.11 -0.68 0.37 0.083
H -0.3884 -0.3323 -5.3115 -0.60 -0.45 -1.11 0.066
H 1.5546 3.0842 -4.1525 0.51 0.86 0.20 0.124
C 0.0982 -2.0634 4.1601 -0.06 -0.07 0.06 -0.092
C -1.2646 -2.2986 4.8001 0.20 0.07 0.01 -0.249
C -2.0168 -3.4816 4.1733 0.11 0.27 0.32 -0.171
C -2.2496 -3.2486 2.7582 -0.19 -0.14 -0.82 -0.172
N -2.4156 -3.0808 1.6304 -0.36 -0.16 0.84 0.180
H 0.0043 -1.8030 3.1058 -0.02 0.00 -0.04 0.058
H 0.6108 -1.2382 4.6481 0.06 0.05 0.01 0.052
H 0.7302 -2.9503 4.2409 0.02 0.01 -0.02 0.084
H -1.8619 -1.3929 4.7090 -0.11 0.05 -0.03 0.087
H -1.1383 -2.4943 5.8658 -0.07 -0.07 0.01 0.109
H -2.9806 -3.6341 4.6582 -0.04 -0.03 0.00 0.120
H -1.4374 -4.3989 4.2804 0.00 -0.06 -0.04 0.125
C -5.5704 0.0548 4.2184 -0.05 0.04 0.02 -0.109
C -5.4714 1.5516 3.9449 -0.06 -0.20 0.09 -0.253
C -4.5824 1.8843 2.7419 -0.01 -0.19 0.38 -0.208
C -3.2159 1.4221 2.9515 0.81 -0.27 0.01 -0.217
N -2.1341 1.0626 3.1307 -0.54 0.09 -0.02 0.163
H -4.5974 -0.3676 4.4697 0.08 -0.02 -0.04 0.056
H -6.2373 -0.1390 5.0588 -0.02 -0.01 -0.01 0.070
H -5.9599 -0.4776 3.3489 0.01 -0.01 -0.01 0.078
H -5.0887 2.0551 4.8351 0.02 0.07 -0.04 0.110
H -6.4681 1.9496 3.7550 0.02 0.10 -0.08 0.106
H -4.5589 2.9533 2.5792 0.01 0.13 -0.11 0.066
H -4.9659 1.4188 1.8376 -0.01 0.00 -0.16 0.115
C -3.9695 7.1262 2.1483 0.01 -0.01 -0.05 -0.107
C -4.1205 6.9595 0.6404 0.10 0.06 0.20 -0.256
C -5.5167 6.4753 0.2291 0.27 0.15 -0.06 -0.185
C -5.8135 5.1762 0.8157 -0.25 -0.64 0.25 -0.205
N -6.0293 4.1495 1.2911 -0.04 0.57 -0.26 0.173
H -4.0989 6.1770 2.6692 -0.05 -0.02 0.00 0.066
H -2.9762 7.4993 2.3926 0.01 0.03 0.01 0.073
H -4.7014 7.8336 2.5413 -0.02 0.01 0.02 0.077
H -3.3709 6.2552 0.2779 -0.02 -0.03 -0.08 0.112
H -3.9257 7.9137 0.1501 -0.05 -0.01 -0.08 0.108
H -5.5842 6.3837 -0.8540 -0.06 0.00 -0.05 0.120
H -6.2794 7.1827 0.5551 -0.05 0.02 0.01 0.122
C -1.6033 -1.7817 -8.8415 0.03 -0.02 0.03 -0.106
C -0.8063 -2.8622 -8.1192 -0.03 0.17 -0.17 -0.254
C -1.6223 -3.5868 -7.0412 0.24 0.00 -0.22 -0.179
C -2.0733 -2.6564 -6.0174 -0.31 0.41 0.54 -0.219
N -2.4194 -1.9006 -5.2202 0.12 -0.34 -0.31 0.182
H -1.9196 -0.9943 -8.1568 -0.03 -0.01 0.03 0.071
H -0.9969 -1.3152 -9.6162 0.01 0.00 -0.03 0.073
H -2.4929 -2.1999 -9.3153 -0.02 0.00 -0.01 0.076
H 0.0789 -2.4152 -7.6649 0.03 -0.05 0.06 0.111
H -0.4564 -3.5990 -8.8430 0.01 -0.09 0.06 0.108
H -1.0201 -4.3568 -6.5600 -0.02 -0.06 0.05 0.118
H -2.4968 -4.0680 -7.4796 -0.05 -0.02 0.00 0.123
C 3.9261 -5.7465 -2.7639 -0.01 0.03 0.00 -0.100
C 4.8084 -4.5736 -3.1713 -0.17 -0.12 0.03 -0.258
C 6.2924 -4.9469 -3.2777 -0.27 0.17 -0.04 -0.196
C 6.8116 -5.4190 -2.0003 0.38 -0.29 0.55 -0.246
N 7.2161 -5.7966 -0.9902 -0.20 0.18 -0.40 0.141
H 4.1869 -6.1202 -1.7732 0.06 -0.02 0.00 0.074
H 2.8841 -5.4359 -2.7327 -0.07 0.01 0.00 0.054
H 4.0144 -6.5716 -3.4736 0.01 -0.02 0.00 0.077
H 4.6875 -3.7648 -2.4499 0.04 0.06 -0.02 0.111
H 4.4748 -4.1908 -4.1363 0.07 0.06 -0.03 0.109
H 6.8809 -4.0834 -3.5857 0.07 0.00 -0.04 0.115
H 6.4359 -5.7333 -4.0190 0.03 -0.04 -0.03 0.118
C 0.6728 2.7568 4.4684 0.04 0.06 0.03 -0.112
C 1.2317 1.9937 5.6630 -0.08 0.10 -0.16 -0.248
C 2.7237 1.6558 5.4991 -0.32 0.08 0.20 -0.177
C 2.9378 0.8257 4.3198 0.17 -0.47 -0.72 -0.216
N 3.0759 0.1796 3.3727 -0.10 0.37 0.66 0.179
H 0.7268 2.1620 3.5572 -0.01 -0.02 -0.03 0.057
H -0.3747 3.0071 4.6259 -0.03 -0.02 0.00 0.060
H 1.2248 3.6847 4.3071 0.03 0.00 -0.01 0.077
H 0.6590 1.0761 5.8035 0.02 -0.08 0.04 0.097
H 1.1065 2.5883 6.5687 0.11 -0.03 0.05 0.108
H 3.0977 1.1207 6.3715 0.06 -0.04 0.01 0.119
H 3.3118 2.5665 5.3861 0.05 0.03 -0.04 0.091
C 5.8013 3.5995 0.2845 0.03 -0.03 -0.01 -0.105
C 6.4036 2.4808 1.1272 -0.02 0.19 -0.15 -0.253
C 5.4711 2.0195 2.2537 0.32 0.01 -0.36 -0.202
C 5.1736 3.1083 3.1732 -0.24 0.41 0.51 -0.239
N 4.9360 3.9679 3.9031 0.08 -0.34 -0.27 0.152
H 5.6207 4.4943 0.8811 -0.04 -0.01 0.04 0.071
H 6.4785 3.8763 -0.5229 0.00 -0.01 -0.03 0.072
H 4.8544 3.2878 -0.1603 -0.02 0.00 0.00 0.070
H 7.3516 2.8170 1.5506 0.02 -0.05 0.05 0.110
H 6.6240 1.6255 0.4877 -0.02 -0.08 0.07 0.108
H 5.9295 1.2099 2.8191 -0.07 -0.08 0.05 0.118
H 4.5314 1.6508 1.8466 -0.06 -0.05 0.01 0.093
```
Positions in Å, forces in eV/Å.


# 3
This record from the Open Molecules 2025 dataset describes the molecule C4H11NO. The level of theory is ωB97M-V/def2-TZVPD.

* total energy: -7862.58920 eV
* ΔE to the lowest compared entry with this formula, charge and spin: 189.5 kJ/mol
* structure (SMILES): CN(C)CCO
* net charge: 0
* E_HOMO: -7.9718 eV
* gap between HOMO and LUMO: 8.99 eV

Structure (XYZ):
```
17
Properties=species:S:1:pos:R:3:forces:R:3:lowdin_charge:R:1
C -0.3438 1.1058 -1.7524 0.57 0.15 0.36 -0.101
N -0.4203 0.3300 -0.5230 0.35 0.21 -0.56 -0.292
C -1.7562 -0.0386 -0.0097 1.30 0.85 -1.09 -0.073
C 0.5289 0.7415 0.4917 0.44 -2.06 1.52 -0.198
C 1.4399 -0.4691 0.8958 -0.12 0.07 -0.14 -0.253
O 0.6818 -1.6485 1.0585 -0.11 -0.82 -0.01 -0.086
H -0.0566 2.1495 -1.5391 -0.31 -0.03 -0.10 0.076
H 0.4759 0.6975 -2.3450 -0.10 0.05 -0.39 0.075
H -1.2584 1.1107 -2.3476 -0.01 -0.22 0.19 0.079
H -2.1365 -0.8595 -0.6158 -0.21 -0.04 0.09 0.079
H -2.3989 0.8466 -0.1380 -0.36 -0.34 0.60 0.083
H -1.5845 -0.3805 1.0039 -0.57 0.08 0.13 0.073
H -0.0636 0.9388 1.3897 0.29 0.57 0.17 0.107
H 1.2890 1.5169 0.3404 -0.86 0.51 -0.73 0.118
H 1.9187 -0.3280 1.8689 -0.16 0.42 0.03 0.109
H 2.2843 -0.5807 0.2035 -0.31 -0.17 -0.29 0.109
H 0.6070 -2.1965 0.2604 0.17 0.77 0.22 0.096
```
Positions in Å, forces in eV/Å.


# 4
This record from the Open Molecules 2025 dataset describes the molecule C4H4O2. The level of theory is ωB97M-V/def2-TZVPD.

* total energy: -8304.99540 eV
* ΔE to the lowest compared entry with this formula, charge and spin: 200.9 kJ/mol
* structure (SMILES): O=CC#CCO
* net charge: 0
* E_HOMO: -10.5645 eV
* gap between HOMO and LUMO: 10.64 eV

Structure (XYZ):
```
10
Properties=species:S:1:pos:R:3:forces:R:3:lowdin_charge:R:1
O 2.8356 0.4933 -1.3820 -0.07 -0.30 0.36 0.059
C 2.4483 -0.2132 -0.4792 0.14 0.16 -0.24 -0.283
C 1.0914 -0.1267 0.0234 -0.51 0.19 0.05 0.046
C -0.0586 0.0649 0.3378 0.45 0.00 -0.20 0.030
C -1.4580 0.4613 0.5379 0.14 0.26 -0.12 -0.271
O -2.2384 -0.4195 1.3074 0.00 -0.32 -0.06 -0.051
H 3.1107 -0.9511 0.0030 -0.06 0.03 -0.03 0.116
H -1.4627 1.4226 1.0611 -0.03 -0.11 -0.06 0.131
H -1.8810 0.6361 -0.4634 -0.04 -0.06 0.19 0.129
H -2.2266 -1.2876 0.8836 -0.03 0.14 0.11 0.094
```
Positions in Å, forces in eV/Å.


| no. | F_max (eV/Å) |
| --- | --- |
| 1 | 1.584 |
| 2 | 5.553 |
| 3 | 2.600 |
| 4 | 0.542 |